1.
The following is a DFT calculation (the ωB97M-V functional and the def2-TZVPD basis) of a molecular structure, C16H24N2O2 in a non-equilibrium geometry.

Output
**Electronic energy**: -24041.96895 eV
**LUMO level**: 0.557 eV
**HOMO energy**: -8.00 eV
**Energy relative to the best compared isomer or geometry (same formula, charge and spin)**: 16.453 eV

ORCA input file:
```
! wB97M-V def2-TZVPD RIJCOSX def2/J DEFGRID3
* xyz 0 1
C -3.68837 -2.24108 -1.21703
H -3.95879 -1.59658 -2.09136
H -2.52780 -2.35241 -1.50941
H -4.22823 -3.21394 -1.36855
C -3.88284 -1.76376 -0.08286
C -3.24913 -0.36546 0.17829
C -3.79493 0.84349 0.06374
N -2.70436 1.90693 -0.09326
C -1.58561 1.27870 0.24450
C -1.76125 -0.14980 0.39655
C -0.84651 -0.88313 0.74466
O -1.06421 -2.18975 0.65011
C 0.62159 -0.67655 0.89326
C 0.60110 1.03800 1.54755
H 1.59964 1.28277 1.46372
C -0.28581 1.85287 0.72120
H -0.30119 2.70229 1.11733
H 0.28910 1.98267 -0.26271
H 0.23138 1.07262 2.44052
H 1.02545 -1.08000 1.89152
C 1.37828 -0.64518 -0.37540
N 2.65145 -0.02203 0.03914
C 3.39427 0.36056 -1.31703
C 4.68378 0.95755 -0.90159
O 5.59482 0.21772 -0.59861
C 5.07083 -0.32709 0.83928
C 3.65371 -1.21740 0.59684
H 3.22731 -1.13192 1.52360
H 3.72966 -1.99598 0.13305
H 5.71876 -1.07358 1.40575
H 4.84081 0.64031 1.44270
H 5.23897 1.12867 -2.12704
H 4.60308 1.86724 -0.47505
H 2.73816 0.82671 -1.92699
H 3.53256 -0.70165 -2.01409
H 0.97829 0.12748 -1.04496
H 1.45723 -1.69526 -0.75507
H -2.79455 2.90150 0.18328
C -5.09947 1.46805 -0.42521
H -5.90549 0.74640 -0.17967
H -5.29001 2.19812 0.33492
H -5.28685 1.79684 -1.24972
H -3.58549 -2.29245 0.85653
H -5.01933 -1.58249 0.30756
*
```


2.
The following is a DFT calculation (the ωB97M-V functional and the def2-TZVPD basis) of C16H24N2O3S in the gas phase.

Output
**Electronic energy**: -36939.63254 eV
**LUMO level**: 0.760 eV
**HOMO energy**: -8.89 eV
**SMILES**: Cc1ccccc1N(CC(=O)N1CCCCCC1)S(C)(=O)=O
**Energy relative to the best compared isomer or geometry (same formula, charge and spin)**: 1.358 eV

ORCA input file:
```
! wB97M-V def2-TZVPD RIJCOSX def2/J DEFGRID3
* xyz 0 1
C 2.70450 2.13089 0.79351
C 3.44641 1.02262 0.10981
C 4.81532 1.14801 -0.09912
C 5.55287 0.14683 -0.70236
C 4.92163 -1.01414 -1.11474
C 3.55827 -1.15448 -0.93644
C 2.81471 -0.14670 -0.32926
N 1.43058 -0.35212 -0.14767
C 0.42991 0.47463 -0.78170
C -0.61769 0.86809 0.26231
O -0.25851 1.08337 1.41259
N -1.89259 1.02642 -0.12771
C -2.39270 0.75674 -1.45941
C -2.72677 -0.72926 -1.64771
C -4.16696 -1.09279 -1.27281
C -4.72112 -0.38332 -0.03022
C -3.70406 -0.14369 1.08730
C -2.90492 1.14899 0.90355
S 0.88214 -1.64187 0.74256
C 1.26724 -1.21794 2.45241
O -0.54101 -1.69987 0.54539
O 1.62652 -2.82400 0.41895
H 3.32370 2.56597 1.57553
H 1.77677 1.77572 1.23348
H 2.46765 2.92518 0.08360
H 5.30930 2.04999 0.23420
H 6.61622 0.27032 -0.84457
H 5.48675 -1.80595 -1.58246
H 3.05211 -2.05440 -1.24398
H 0.90810 1.37592 -1.17284
H -0.01673 -0.08605 -1.60630
H -3.28764 1.36812 -1.60186
H -1.65589 1.08794 -2.19324
H -2.56142 -1.01181 -2.68919
H -2.03512 -1.30609 -1.03200
H -4.82949 -0.86827 -2.11296
H -4.20159 -2.17159 -1.11289
H -5.15520 0.57848 -0.31644
H -5.54066 -0.99076 0.35941
H -4.23788 -0.06537 2.03650
H -3.00620 -0.97849 1.15877
H -2.38160 1.39431 1.82884
H -3.57376 1.97712 0.64472
H 0.73118 -0.30928 2.69228
H 2.33901 -1.08215 2.50952
H 0.94860 -2.04525 3.07264
*
```


3.
The following is a DFT calculation (the ωB97M-V functional and the def2-TZVPD basis) of C16H24N2O3S2 in the gas phase.

Output
**Electronic energy**: -47775.59570 eV
**LUMO level**: 0.635 eV
**HOMO energy**: -8.70 eV
**SMILES**: CS(=O)(=O)Nc1ccc(C(=O)NCCSC2CCCCC2)cc1
**Energy relative to the best compared isomer or geometry (same formula, charge and spin)**: 0.060 eV

ORCA input file:
```
! wB97M-V def2-TZVPD RIJCOSX def2/J DEFGRID3
* xyz 0 1
C -4.98978 -1.86732 -1.61516
S -5.55734 -1.46997 0.05620
O -6.98626 -1.48720 0.08531
O -4.83304 -2.26899 0.99205
N -5.14877 0.13900 0.23363
C -3.86873 0.66189 0.12890
C -2.75652 -0.14568 0.35902
C -1.48337 0.38246 0.26375
C -1.29269 1.72160 -0.06640
C 0.05411 2.34308 -0.21628
O 0.26634 3.26043 -0.98777
N 1.00988 1.84236 0.60240
C 2.39411 2.22470 0.49005
C 3.21039 1.16989 -0.24942
S 3.16135 -0.41821 0.66798
C 4.81266 -1.14462 0.34142
C 5.07905 -1.31668 -1.14655
C 6.41384 -2.03096 -1.35190
C 7.54364 -1.25528 -0.68068
C 7.26148 -1.08275 0.80908
C 5.92895 -0.36675 1.02289
C -2.40807 2.51835 -0.31150
C -3.68220 2.00191 -0.21015
H -5.60089 -1.31389 -2.31507
H -5.11729 -2.93260 -1.75582
H -3.94579 -1.59436 -1.69622
H -5.91414 0.76350 0.03998
H -2.90440 -1.17682 0.63528
H -0.63842 -0.27184 0.42407
H 0.80757 1.04670 1.18614
H 2.80754 2.37990 1.49090
H 2.41974 3.16402 -0.06979
H 4.24808 1.48610 -0.32408
H 2.79806 1.00137 -1.24453
H 4.72045 -2.12860 0.81131
H 5.11706 -0.33886 -1.63253
H 4.26903 -1.88962 -1.60274
H 6.61251 -2.13313 -2.42045
H 6.35739 -3.03414 -0.92328
H 8.48920 -1.78254 -0.82000
H 7.63742 -0.27244 -1.14912
H 8.06342 -0.50996 1.27874
H 7.22510 -2.06398 1.28769
H 5.99526 0.64039 0.60357
H 5.71489 -0.27402 2.08952
H -2.25250 3.55070 -0.58533
H -4.54196 2.63049 -0.39113
*
```


Question: What is the HOMO energy in the third record?
Answer: -8.70 eV


Copy entry 3 word for word.
The following is a DFT calculation (the ωB97M-V functional and the def2-TZVPD basis) of C16H24N2O3S2 in the gas phase.

Output
**Electronic energy**: -47775.59570 eV
**LUMO level**: 0.635 eV
**HOMO energy**: -8.70 eV
**SMILES**: CS(=O)(=O)Nc1ccc(C(=O)NCCSC2CCCCC2)cc1
**Energy relative to the best compared isomer or geometry (same formula, charge and spin)**: 0.060 eV

ORCA input file:
```
! wB97M-V def2-TZVPD RIJCOSX def2/J DEFGRID3
* xyz 0 1
C -4.98978 -1.86732 -1.61516
S -5.55734 -1.46997 0.05620
O -6.98626 -1.48720 0.08531
O -4.83304 -2.26899 0.99205
N -5.14877 0.13900 0.23363
C -3.86873 0.66189 0.12890
C -2.75652 -0.14568 0.35902
C -1.48337 0.38246 0.26375
C -1.29269 1.72160 -0.06640
C 0.05411 2.34308 -0.21628
O 0.26634 3.26043 -0.98777
N 1.00988 1.84236 0.60240
C 2.39411 2.22470 0.49005
C 3.21039 1.16989 -0.24942
S 3.16135 -0.41821 0.66798
C 4.81266 -1.14462 0.34142
C 5.07905 -1.31668 -1.14655
C 6.41384 -2.03096 -1.35190
C 7.54364 -1.25528 -0.68068
C 7.26148 -1.08275 0.80908
C 5.92895 -0.36675 1.02289
C -2.40807 2.51835 -0.31150
C -3.68220 2.00191 -0.21015
H -5.60089 -1.31389 -2.31507
H -5.11729 -2.93260 -1.75582
H -3.94579 -1.59436 -1.69622
H -5.91414 0.76350 0.03998
H -2.90440 -1.17682 0.63528
H -0.63842 -0.27184 0.42407
H 0.80757 1.04670 1.18614
H 2.80754 2.37990 1.49090
H 2.41974 3.16402 -0.06979
H 4.24808 1.48610 -0.32408
H 2.79806 1.00137 -1.24453
H 4.72045 -2.12860 0.81131
H 5.11706 -0.33886 -1.63253
H 4.26903 -1.88962 -1.60274
H 6.61251 -2.13313 -2.42045
H 6.35739 -3.03414 -0.92328
H 8.48920 -1.78254 -0.82000
H 7.63742 -0.27244 -1.14912
H 8.06342 -0.50996 1.27874
H 7.22510 -2.06398 1.28769
H 5.99526 0.64039 0.60357
H 5.71489 -0.27402 2.08952
H -2.25250 3.55070 -0.58533
H -4.54196 2.63049 -0.39113
*
```


Please write out number 3 again, unchanged.
The following is a DFT calculation (the ωB97M-V functional and the def2-TZVPD basis) of C16H24N2O3S2 in the gas phase.

Output
**Electronic energy**: -47775.59570 eV
**LUMO level**: 0.635 eV
**HOMO energy**: -8.70 eV
**SMILES**: CS(=O)(=O)Nc1ccc(C(=O)NCCSC2CCCCC2)cc1
**Energy relative to the best compared isomer or geometry (same formula, charge and spin)**: 0.060 eV

ORCA input file:
```
! wB97M-V def2-TZVPD RIJCOSX def2/J DEFGRID3
* xyz 0 1
C -4.98978 -1.86732 -1.61516
S -5.55734 -1.46997 0.05620
O -6.98626 -1.48720 0.08531
O -4.83304 -2.26899 0.99205
N -5.14877 0.13900 0.23363
C -3.86873 0.66189 0.12890
C -2.75652 -0.14568 0.35902
C -1.48337 0.38246 0.26375
C -1.29269 1.72160 -0.06640
C 0.05411 2.34308 -0.21628
O 0.26634 3.26043 -0.98777
N 1.00988 1.84236 0.60240
C 2.39411 2.22470 0.49005
C 3.21039 1.16989 -0.24942
S 3.16135 -0.41821 0.66798
C 4.81266 -1.14462 0.34142
C 5.07905 -1.31668 -1.14655
C 6.41384 -2.03096 -1.35190
C 7.54364 -1.25528 -0.68068
C 7.26148 -1.08275 0.80908
C 5.92895 -0.36675 1.02289
C -2.40807 2.51835 -0.31150
C -3.68220 2.00191 -0.21015
H -5.60089 -1.31389 -2.31507
H -5.11729 -2.93260 -1.75582
H -3.94579 -1.59436 -1.69622
H -5.91414 0.76350 0.03998
H -2.90440 -1.17682 0.63528
H -0.63842 -0.27184 0.42407
H 0.80757 1.04670 1.18614
H 2.80754 2.37990 1.49090
H 2.41974 3.16402 -0.06979
H 4.24808 1.48610 -0.32408
H 2.79806 1.00137 -1.24453
H 4.72045 -2.12860 0.81131
H 5.11706 -0.33886 -1.63253
H 4.26903 -1.88962 -1.60274
H 6.61251 -2.13313 -2.42045
H 6.35739 -3.03414 -0.92328
H 8.48920 -1.78254 -0.82000
H 7.63742 -0.27244 -1.14912
H 8.06342 -0.50996 1.27874
H 7.22510 -2.06398 1.28769
H 5.99526 0.64039 0.60357
H 5.71489 -0.27402 2.08952
H -2.25250 3.55070 -0.58533
H -4.54196 2.63049 -0.39113
*
```